No. 1
16
Properties=species:S:1:pos:R:3:forces:R:3:mulliken_charge:R:1 method="wB97M-V/def2-TZVPD" homo_ha=-0.534 e_lumo_ev=-3.81 charge=+1 energy_ev=-8299.474 e_above_lowest_kj_mol=603.8
C 1.6018 1.0757 0.4983 -1.611 -0.807 -1.645 -0.255
C 0.9912 -1.2690 -0.0817 -0.079 -2.841 0.709 -0.780
C 0.7574 -0.1259 0.8521 0.811 0.462 2.724 0.109
C -0.1619 0.4870 -0.2197 -3.767 -0.268 2.750 0.226
C -2.2094 0.6925 0.2831 2.233 3.016 -0.959 -0.856
N 0.8328 1.5028 -0.4542 -0.042 1.040 -0.665 -0.574
N 0.0974 -0.7521 -1.1249 -1.302 1.732 -0.743 -0.124
H 2.5940 1.4272 0.6484 0.650 0.348 0.587 0.423
H 1.9674 -1.3748 -0.4645 1.206 -0.071 -0.459 0.357
H 0.6941 -2.2818 0.2571 -0.108 0.743 -0.056 0.322
H 0.6406 -0.3178 1.9568 -0.532 -0.010 -1.360 0.413
H -2.6098 -0.0085 1.0239 0.710 -0.538 -0.690 0.341
H -2.7627 0.8429 -0.6949 0.791 -0.623 1.250 0.356
H -2.2102 1.7161 0.8263 0.362 -1.644 -1.106 0.329
H 0.5989 -0.4491 -1.9553 -0.220 -0.154 -0.443 0.339
H -0.8215 -1.1652 -1.3508 0.899 -0.385 0.106 0.373


No. 2
28
Properties=species:S:1:pos:R:3:forces:R:3:mulliken_charge:R:1 method="wB97M-V/def2-TZVPD" homo_ha=-0.170 e_lumo_ev=3.37 charge=-1 energy_ev=-37768.471 e_above_lowest_kj_mol=142.2
C 2.4388 -3.1027 0.8775 -0.222 -1.196 1.827 -1.184
C -1.5849 1.0718 -2.5535 -1.069 2.169 0.212 -0.483
C -2.4478 2.2299 0.6496 1.492 -0.828 0.383 -0.658
C 1.5084 -2.0162 0.2936 0.388 -2.656 0.094 -0.250
C 0.4789 0.0017 1.0148 -1.796 0.775 -0.622 -0.486
N 0.8559 -1.2868 1.3262 1.473 2.236 -1.484 -0.176
O 0.2958 2.3944 -0.4120 0.369 -0.211 1.201 -0.787
O 2.6239 1.6068 0.4475 -0.355 -0.832 -0.692 -0.571
O 1.4986 0.4821 -1.5058 0.389 -0.732 -0.069 -0.757
O -2.2421 -1.6121 0.2270 0.334 0.369 0.081 -0.748
O -2.1015 0.0693 -1.6641 0.915 0.154 0.781 -0.399
O -2.7061 0.8769 0.7529 0.810 -3.417 -0.610 -0.424
P 1.1719 1.1933 -0.2510 0.650 0.174 -0.885 0.764
P -1.7421 -0.2439 -0.0657 0.041 1.432 0.474 0.956
H 3.2716 -2.9336 1.6590 -1.335 0.612 -1.256 0.293
H 1.6973 -3.8240 1.4262 1.555 0.773 -1.045 0.243
H 2.9189 -3.5891 0.0224 -0.189 -0.357 0.241 0.334
H -1.8144 0.7777 -3.5535 0.316 -1.075 -0.755 0.335
H -0.5240 1.3806 -2.4536 -0.762 -0.598 0.300 0.215
H -2.2525 2.0181 -2.5658 1.021 -1.084 0.910 0.182
H -1.4303 2.4734 0.4752 0.897 0.034 -0.877 0.262
H -2.5910 2.6069 1.5908 -1.090 1.389 2.435 0.386
H -3.0854 2.5962 -0.0547 -1.662 1.688 -1.949 0.264
H 0.7986 -2.7233 -0.2214 0.152 1.226 -0.171 0.196
H 1.9961 -1.3762 -0.4241 -0.048 0.297 -0.062 0.444
H 0.2604 0.5656 1.9247 -0.792 -0.037 -0.175 0.405
H 2.5255 2.1478 1.2162 -0.250 0.629 0.667 0.295
H 0.1817 -1.7845 1.8216 -1.234 -0.931 1.047 0.347


No. 3
60
Properties=species:S:1:pos:R:3:forces:R:3:mulliken_charge:R:1 method="wB97M-V/def2-TZVPD" homo_ha="-0.500 / -0.500" e_lumo_ev="-7.27 / -7.60" charge=+2 spin_multiplicity=3 energy_ev=-139522.366 e_above_lowest_kj_mol=35.2
Ti 0.1121 -0.5997 0.0799 0.336 -0.133 0.902 -0.556
O -5.5104 3.1515 1.3966 0.129 -0.237 -0.012 -0.627
C -4.8225 2.2642 0.9476 -0.280 0.150 -0.356 -0.187
O -5.0372 1.2495 0.2070 0.114 0.259 0.360 -0.501
C -3.3148 2.1513 1.1298 0.120 -0.377 -0.242 0.441
C -2.7979 1.3037 2.1349 -0.501 0.241 0.159 -0.756
C -1.5962 0.7116 1.9348 0.682 0.107 -0.409 0.576
N -0.8872 0.9598 0.7932 -0.285 0.421 0.131 0.890
C -1.2951 1.9016 -0.0995 0.355 -0.292 0.401 0.266
C -2.4614 2.5706 0.0821 -0.478 0.243 0.097 -0.638
C -0.4042 1.9687 -1.2800 -0.050 -0.244 0.190 0.628
C -0.3490 3.0274 -2.1557 -0.016 0.211 -0.149 -0.789
C 0.5428 2.9695 -3.2179 0.000 0.066 -0.065 -0.567
C 1.3472 1.8504 -3.3765 0.030 0.112 -0.102 -1.136
C 1.2304 0.8206 -2.4706 -0.186 -0.079 0.197 -0.081
N 0.3740 0.8715 -1.4370 -0.138 0.366 -0.165 0.819
C -0.9466 -0.3063 2.7937 0.111 0.013 -0.273 0.677
C -1.2871 -0.5515 4.1029 -0.147 0.023 0.243 -0.925
C -0.6397 -1.5738 4.7831 -0.057 0.018 0.123 -0.537
C 0.3302 -2.3180 4.1350 0.032 -0.083 0.091 -1.010
C 0.6390 -2.0046 2.8275 -0.034 0.267 -0.127 -0.186
N 0.0279 -1.0103 2.1733 -0.145 -0.082 0.431 0.533
H -3.4079 1.0599 2.9966 -0.014 0.028 -0.067 0.440
H -2.8131 3.3026 -0.6351 -0.034 -0.064 0.028 0.456
H -0.9779 3.8944 -1.9998 0.040 -0.021 -0.013 0.538
H 0.6114 3.7953 -3.9153 0.003 -0.026 0.031 0.482
H 2.0577 1.7740 -4.1880 -0.044 0.006 0.009 0.468
H 1.8251 -0.0769 -2.5681 0.041 -0.028 0.035 0.437
H -2.0434 0.0500 4.5909 0.027 -0.053 -0.020 0.495
H -0.8953 -1.7861 5.8136 0.012 0.012 -0.034 0.474
H 0.8468 -3.1270 4.6318 -0.009 0.013 -0.008 0.453
H 1.3967 -2.5544 2.2862 0.047 -0.013 -0.047 0.503
Br 6.4451 1.3611 1.4338 0.209 0.068 0.051 -0.034
C 4.7137 0.7837 1.1208 0.054 0.039 0.023 0.123
C 4.4823 -0.4539 0.5402 0.010 -0.130 -0.045 -0.770
C 3.1819 -0.8365 0.3086 -0.166 0.139 0.089 -0.296
N 2.1209 -0.0628 0.6216 0.477 -0.117 -0.062 0.434
C 2.3650 1.1294 1.2013 -0.099 -0.150 -0.018 -0.050
C 3.6337 1.5850 1.4657 -0.051 0.088 0.057 -0.855
H 5.2978 -1.1108 0.2715 -0.013 0.021 0.004 0.492
H 2.9753 -1.7972 -0.1397 -0.055 -0.052 -0.062 0.531
H 1.5030 1.7274 1.4604 -0.055 0.020 -0.003 0.369
H 3.7772 2.5464 1.9382 0.007 -0.005 -0.028 0.500
O 0.2292 -2.5005 -2.0594 0.181 -0.635 -0.530 -0.237
N 0.6015 -1.9672 -1.1028 0.155 -0.271 -0.690 0.209
C -6.0780 -1.4760 -1.4934 0.040 0.071 0.102 -1.116
N -4.6453 -1.3520 -1.2457 0.007 -0.312 -0.089 0.173
C -3.8676 -2.1706 -0.3322 -0.165 0.121 0.107 -0.243
C -2.5427 -1.4797 -0.4444 0.415 -0.028 0.767 0.125
O -1.5189 -1.7612 0.2856 -0.578 0.030 -0.543 -0.638
N -2.5559 -0.4878 -1.2868 -0.051 0.085 -0.413 0.054
C -3.8570 -0.4191 -1.7415 0.030 0.146 0.085 0.018
N -4.2383 0.4931 -2.6124 -0.048 0.016 -0.121 -0.261
H -6.4264 -2.4097 -1.0629 0.010 -0.024 0.005 0.397
H -6.2744 -1.5016 -2.5644 0.021 -0.010 -0.027 0.397
H -6.6116 -0.6478 -1.0259 0.039 0.025 0.028 0.354
H -3.8156 -3.2170 -0.6365 -0.018 -0.026 -0.044 0.395
H -4.2464 -2.1163 0.6909 -0.020 0.024 -0.006 0.372
H -3.5889 1.2164 -2.8636 0.028 0.013 0.006 0.230
H -5.2178 0.6773 -2.7567 -0.024 0.029 0.017 0.245


No. 4
18
Properties=species:S:1:pos:R:3:forces:R:3:mulliken_charge:R:1 method="wB97M-V/def2-TZVPD" homo_ha="-0.029 / -0.018" e_lumo_ev="3.68 / 3.67" charge=-1 spin_multiplicity=2 energy_ev=-7885.066 e_above_lowest_kj_mol=328.0
C -2.7186 -0.2759 0.5110 0.928 0.240 0.823 -0.877
N -1.3182 -0.6642 0.6555 -0.073 0.476 0.339 -0.249
C -0.2496 0.1324 0.1815 0.110 -0.706 -0.312 0.712
C 0.8877 0.4140 0.8521 0.798 0.472 -1.696 -0.920
C 2.1841 0.4320 0.0971 0.006 1.197 -0.761 -1.195
C 2.9751 -0.7136 -0.1820 0.715 -0.847 0.415 -0.468
C -0.4051 0.4550 -1.2833 -1.496 0.598 0.317 -1.199
H -3.1980 -0.7749 1.3525 -0.667 -0.070 -0.395 0.367
H -3.1052 -0.5491 -0.4590 -0.348 -0.380 -0.222 0.221
H -2.8965 0.8027 0.6224 0.129 0.035 0.111 0.257
H -1.0821 -1.0976 1.5325 -0.147 0.187 0.149 0.275
H 1.1049 0.8245 1.8355 -1.068 -0.919 0.678 0.242
H 2.5428 1.4526 -0.1817 0.363 -0.126 0.988 0.469
H 3.8689 -0.9090 0.4270 0.474 0.707 -0.293 0.186
H 3.0422 -1.3938 -1.0373 -1.155 -0.209 0.068 0.203
H -0.8365 -0.3214 -1.9237 0.750 -0.431 -0.013 0.280
H -1.2339 1.1943 -1.3276 0.117 0.052 0.117 0.298
H 0.4379 0.9918 -1.6726 0.564 -0.276 -0.314 0.397